{
  "formula": "C11H27NO2S",
  "method": "ωB97M-V/def2-TZVPD",
  "elements": ["C", "C", "C", "C", "N", "C", "C", "C", "C", "C", "H", "H", "H", "H", "H", "H", "H", "H", "H", "H", "H", "H", "H", "H", "H", "H", "H", "H", "H", "H", "O", "H", "C", "S", "O", "C", "H", "H", "H", "H", "H", "H"],
  "coordinates": [[-1.076, -4.279, 0.647], [-1.235, -2.817, 0.924], [0.028, -2.197, 0.921], [0.024, -0.824, 1.322], [1.353, -0.262, 1.460], [2.243, -0.849, 2.497], [3.321, 0.123, 2.774], [2.628, 1.455, 2.529], [1.229, 1.110, 1.922], [1.912, -0.327, 0.079], [-2.126, -4.942, 0.561], [-0.645, -4.736, 1.633], [-0.537, -4.490, -0.255], [-1.689, -2.743, 1.966], [-2.123, -2.439, 0.231], [0.267, -2.354, -0.138], [0.758, -2.746, 1.519], [-0.392, -0.935, 2.223], [-0.661, -0.484, 0.488], [2.541, -1.763, 2.105], [1.819, -1.136, 3.502], [4.298, 0.020, 2.167], [3.411, 0.085, 3.962], [3.281, 1.772, 1.801], [2.380, 2.330, 3.254], [0.876, 1.654, 1.206], [0.515, 1.211, 2.679], [2.704, -1.073, -0.086], [2.814, 0.426, -0.031], [1.368, 0.154, -0.787], [-0.827, 1.545, -1.392], [-1.049, 1.735, -2.328], [-1.507, 2.954, -4.525], [-2.790, 3.828, -3.526], [-3.673, 4.610, -4.480], [-3.796, 2.283, -3.237], [-1.778, 2.974, -5.574], [-1.380, 1.750, -4.341], [-0.639, 3.579, -4.183], [-4.677, 2.379, -2.730], [-3.248, 1.621, -2.549], [-3.927, 1.817, -4.208]],
  "forces_ev_per_a": [[-2.8, -3.4, 2.4], [-6.5, -1.4, 1.3], [3.6, -1.7, -2.5], [-1.2, -0.1, -3.2], [-0.8, 0.6, -1.0], [-0.4, -1.6, 0.8], [1.0, 0.5, 3.8], [-2.3, 1.6, 0.0], [3.6, -1.3, 3.5], [4.9, 3.2, -1.5], [2.5, 2.1, 0.1], [-0.1, 0.4, -2.2], [0.6, -0.2, -0.2], [0.2, 0.0, -1.0], [2.3, 0.0, 1.1], [1.1, 0.5, 0.0], [-0.1, -0.6, 0.0], [-1.9, 1.0, 3.8], [1.0, 1.9, 1.2], [1.0, -1.7, -0.7], [-0.9, 0.7, -1.5], [-1.6, 0.1, 1.3], [1.0, -0.3, -2.6], [0.8, 2.1, -1.9], [1.3, -2.0, -0.6], [-1.6, 3.6, -4.7], [-1.2, -0.6, 1.4], [-1.6, -1.3, 0.0], [-1.6, -0.2, 1.1], [-0.9, -1.2, 1.1], [0.1, -0.3, -0.4], [0.4, -0.3, 1.0], [0.6, -1.9, 1.2], [-2.2, -1.4, -0.8], [1.0, -0.3, 0.6], [3.1, -0.6, -0.3], [0.0, 0.8, -0.2], [-0.2, 3.2, 0.2], [-0.2, -1.2, -1.1], [-2.6, 1.2, 0.9], [0.5, 0.1, -0.5], [-0.1, 0.0, -0.1]],
  "lowdin_charge": [-0.140, -0.340, -0.315, -0.166, -0.237, -0.144, -0.166, -0.128, -0.086, 0.007, 0.134, 0.102, 0.055, 0.136, 0.175, 0.142, 0.132, 0.106, 0.176, 0.102, 0.171, 0.151, 0.160, 0.065, 0.161, 0.081, 0.130, 0.115, 0.137, 0.125, -0.574, -0.218, -0.293, 0.835, -0.606, -0.250, 0.031, 0.108, 0.043, 0.002, 0.034, 0.049],
  "spin_multiplicity": 1,
  "de_lowest_ev": 0.392,
  "e_homo_ev": -6.2,
  "gap_ev": 6.08
}